[1]
DFT (ωB97M-V/def2-TZVPD) results for the ion C4H14N3O with charge +1 in a non-equilibrium geometry.

Last column: natural (NBO) charge in e.
Atoms and positions in Å:
C: 1.418 1.363 -0.244  -0.457
N: 1.197 0.054 0.191  -0.376
C: 2.334 -0.907 0.035  -0.389
C: -0.074 -0.434 -0.709  -0.229
C: -1.442 -0.085 0.185  0.521
N: -2.479 -0.743 -0.565  -0.818
N: -1.256 -0.646 1.455  -0.861
O: -1.502 1.334 0.222  -0.737
H: 0.525 1.945 -0.154  0.264
H: 2.325 1.841 0.110  0.240
H: 1.763 1.350 -1.311  0.220
H: 0.684 -0.025 1.155  0.459
H: 1.979 -1.851 0.421  0.230
H: 2.578 -1.031 -0.943  0.225
H: 3.086 -0.668 0.672  0.228
H: -0.004 0.097 -1.631  0.218
H: 0.001 -1.586 -0.757  0.248
H: -3.348 -0.313 -0.180  0.368
H: -2.563 -0.397 -1.529  0.379
H: -2.138 -0.918 1.796  0.402
H: -0.951 0.020 2.150  0.381
H: -2.133 1.600 -0.368  0.484

The total charge is +1. For the gap between HOMO and LUMO, the calculation gives 11.9358 eV. As for the highest occupied orbital energy: -14.66 eV. The LUMO energy comes out at -2.7 eV. The energy comes out at -400.01881 Ha. Its SMILES is C[NH+](C)CC(N)(N)O.

[2]
DFT (ωB97M-V/def2-TZVPD) results for the ion C29H46F3IN2O3P with charge +1 in a non-equilibrium geometry.

Last column: Löwdin charge in e.
Atoms and positions in Å:
C: -0.936 -0.601 4.000  0.052
C: -0.283 -1.313 3.071  -0.148
C: -0.866 -1.688 1.721  -0.220
N: -0.402 -0.773 0.661  -0.042
C: -0.838 0.612 0.945  -0.142
C: -1.816 1.070 -0.153  -0.149
C: -2.109 2.590 -0.135  -0.346
C: -3.543 2.799 0.384  -0.066
C: -1.980 3.098 -1.586  -0.181
C: -2.438 4.537 -1.792  -0.181
C: -1.338 5.568 -1.611  -0.073
C: -0.004 5.321 -1.751  -0.360
C: 0.891 5.617 -0.580  -0.062
C: 0.561 4.749 -3.018  -0.062
C: 1.019 -0.902 0.405  -0.254
C: 1.570 0.093 -0.616  -0.135
O: 2.489 0.938 0.081  -0.066
C: 3.441 1.499 -0.766  -0.279
C: 3.166 2.731 -1.349  -0.007
C: 4.118 3.330 -2.170  -0.057
C: 5.352 2.720 -2.406  -0.068
C: 5.611 1.479 -1.829  -0.067
C: 4.661 0.874 -1.006  -0.024
C: 1.264 -2.326 -0.149  -0.459
C: 0.606 -2.547 -1.528  -0.012
P: 3.073 -2.689 -0.377  0.783
O: 3.258 -4.148 -0.529  -0.386
N: 0.790 -3.391 0.797  0.152
C: -0.571 -3.177 1.394  -0.299
C: -0.612 -4.026 2.684  -0.106
C: -0.684 -5.568 2.425  -0.311
C: -2.025 -6.177 2.811  -0.659
I: -1.893 -8.321 2.789  0.810
C: -1.709 -3.726 0.499  -0.074
O: -2.249 -2.741 -0.384  0.042
C: -3.592 -2.634 -0.346  -0.744
F: -3.944 -1.685 -1.189  0.205
F: -4.042 -2.296 0.865  0.174
F: -4.192 -3.762 -0.713  0.195
H: -0.417 0.199 4.515  0.078
H: -1.967 -0.805 4.272  0.081
H: 0.746 -1.601 3.293  0.112
H: -1.942 -1.544 1.788  0.153
H: -1.410 0.657 1.869  0.110
H: -0.010 1.313 1.068  0.131
H: -2.754 0.562 0.083  0.099
H: -1.519 0.684 -1.129  0.107
H: -1.431 3.115 0.543  0.134
H: -3.830 2.049 1.118  0.074
H: -4.248 2.751 -0.448  0.089
H: -3.679 3.786 0.827  0.078
H: -2.580 2.414 -2.189  0.119
H: -0.939 2.938 -1.875  0.097
H: -3.276 4.832 -1.170  0.100
H: -2.803 4.604 -2.830  0.114
H: -1.655 6.570 -1.328  0.106
H: 1.898 5.918 -0.881  0.075
H: 0.915 4.710 0.026  0.070
H: 0.428 6.385 0.043  0.085
H: 1.281 5.454 -3.435  0.091
H: -0.211 4.557 -3.759  0.084
H: 1.082 3.793 -2.862  0.051
H: 1.643 -0.819 1.307  0.144
H: 0.788 0.742 -1.016  0.132
H: 2.048 -0.370 -1.479  0.110
H: 2.213 3.196 -1.146  0.087
H: 3.884 4.298 -2.594  0.105
H: 6.084 3.218 -3.023  0.107
H: 6.570 1.014 -2.005  0.108
H: 4.902 -0.084 -0.560  0.094
H: 0.135 -3.527 -1.572  0.091
H: -0.164 -1.809 -1.733  0.098
H: 1.347 -2.557 -2.325  0.086
H: 3.737 -2.084 0.713  0.046
H: 3.449 -1.968 -1.523  0.044
H: 0.830 -4.307 0.338  0.166
H: 1.466 -3.442 1.564  0.171
H: 0.302 -3.880 3.258  0.121
H: -1.483 -3.734 3.265  0.137
H: -0.387 -5.832 1.409  0.095
H: 0.058 -6.042 3.064  0.094
H: -2.254 -5.892 3.833  0.052
H: -2.840 -5.937 2.139  0.032
H: -2.494 -4.129 1.127  0.125
H: -1.321 -4.530 -0.130  0.142

The total charge is +1. For the gap between HOMO and LUMO, the calculation gives 6.6816 eV. As for the highest occupied orbital energy: -9.40 eV. The LUMO energy comes out at -2.7 eV. The energy comes out at -2406.12166 Ha. Its SMILES is C=C[C@H]1N(CC[C@H](C)CCC=C(C)C)[C@H](COc2ccccc2)[C@@](C)([PH2]=O)[NH2+][C@]1(CCCI)COC(F)(F)F.

[3]
DFT (ωB97M-V/def2-TZVPD) results for a structure of composition C37H28Cl5NO3P2PdS in a non-equilibrium geometry.

Last column: Löwdin charge in e.
Atoms and positions in Å:
Pd: 0.637 0.113 -2.483  0.157
Cl: 2.500 2.316 -2.718  0.652
C: 3.320 0.976 -3.420  -0.738
C: 2.531 -0.157 -3.654  -0.236
C: 3.223 -1.214 -4.245  -0.734
Cl: 2.329 -2.651 -4.620  0.623
C: 4.574 -1.173 -4.565  -0.722
Cl: 5.370 -2.533 -5.291  0.609
C: 5.304 -0.021 -4.299  -0.729
Cl: 6.989 0.052 -4.674  0.615
C: 4.667 1.075 -3.724  -0.721
Cl: 5.571 2.516 -3.389  0.616
C: 1.493 -0.850 1.686  -0.551
P: 0.992 -0.674 -0.130  0.969
C: -0.526 0.356 0.040  -0.373
C: -0.535 1.561 -0.667  -0.184
C: -1.633 2.403 -0.606  -0.105
C: -2.742 2.035 0.134  -0.103
C: -2.764 0.819 0.798  -0.072
C: -1.661 -0.018 0.754  -0.079
C: 0.212 -2.313 -0.360  -0.368
C: -0.276 -3.135 0.649  -0.113
C: -0.875 -4.342 0.337  -0.099
C: -0.964 -4.758 -0.980  -0.108
C: -0.466 -3.953 -1.992  -0.104
C: 0.107 -2.733 -1.684  -0.148
P: 2.812 0.418 1.938  0.997
C: 3.079 0.309 3.753  -0.397
C: 3.471 1.441 4.466  -0.111
C: 3.769 1.361 5.812  -0.101
C: 3.695 0.143 6.472  -0.115
C: 3.338 -0.993 5.768  -0.104
C: 3.040 -0.913 4.420  -0.105
C: 1.747 1.908 1.888  -0.417
C: 0.714 2.106 2.796  -0.098
C: -0.088 3.225 2.699  -0.079
C: 0.139 4.158 1.699  -0.098
C: 1.163 3.962 0.788  -0.099
C: 1.967 2.839 0.880  -0.131
H: 1.970 -1.831 1.781  0.033
H: 0.675 -0.740 2.403  0.048
H: 0.350 1.847 -1.245  0.023
H: -1.621 3.344 -1.144  0.105
H: -3.607 2.680 0.174  0.106
H: -3.656 0.514 1.327  0.108
H: -1.699 -0.976 1.253  0.096
H: -0.204 -2.837 1.686  0.089
H: -1.280 -4.960 1.128  0.095
H: -1.420 -5.711 -1.214  0.093
H: -0.521 -4.285 -3.020  0.099
H: 0.504 -2.065 -2.463  0.021
H: 3.537 2.394 3.955  0.104
H: 4.058 2.249 6.357  0.095
H: 3.923 0.081 7.528  0.091
H: 3.286 -1.948 6.275  0.096
H: 2.777 -1.812 3.882  0.090
H: 0.537 1.381 3.581  0.110
H: -0.896 3.372 3.402  0.102
H: -0.485 5.038 1.635  0.099
H: 1.333 4.680 -0.002  0.103
H: 2.755 2.667 0.159  0.071
N: -1.729 -0.058 -3.143  0.049
C: -2.985 -0.215 -2.545  -0.318
C: -3.871 0.862 -2.474  -0.061
C: -5.113 0.703 -1.886  -0.079
C: -5.486 -0.526 -1.387  -0.285
C: -4.617 -1.596 -1.440  -0.061
C: -3.366 -1.448 -2.012  -0.025
S: -7.081 -0.679 -0.563  0.408
O: -6.821 -0.185 0.793  -0.393
O: -7.999 0.173 -1.325  -0.395
O: -7.421 -2.102 -0.610  -0.394
H: -1.349 -0.915 -3.551  0.080
H: -1.688 0.722 -3.799  0.089
H: -3.572 1.826 -2.868  0.105
H: -5.819 1.517 -1.821  0.110
H: -4.954 -2.542 -1.042  0.107
H: -2.672 -2.280 -2.044  0.093

The total charge is -2. For the gap between HOMO and LUMO, the calculation gives 5.3085 eV. As for the highest occupied orbital energy: -1.52 eV. The LUMO energy comes out at 3.8 eV. The energy comes out at -5217.03809 Ha.

[4]
DFT (ωB97M-V/def2-TZVPD) results for a structure of composition C28H30N2O6PSe2V in a non-equilibrium geometry.

Last column: natural (NBO) charge in e.
Atoms and positions in Å:
V: -0.186 -0.427 -0.708  0.889
N: -0.417 0.545 1.049  -0.915
C: -1.093 -0.324 2.022  -0.299
C: -2.114 -1.183 1.248  0.679
O: -3.084 -1.700 1.807  -0.698
N: -1.769 -1.250 -0.037  -0.683
C: -2.664 -1.762 -1.051  -0.349
C: -1.871 -1.875 -2.364  0.797
O: -2.282 -2.576 -3.282  -0.677
O: -0.779 -1.180 -2.384  -0.759
H: 0.222 1.213 1.491  0.438
H: -1.160 1.131 0.621  0.437
H: -1.629 0.232 2.793  0.214
H: -0.357 -0.974 2.506  0.192
H: -3.473 -1.042 -1.230  0.239
H: -3.124 -2.720 -0.789  0.199
O: 1.418 0.797 -1.517  -0.510
C: 1.685 -0.210 -0.868  0.266
C: 2.876 -1.014 -0.641  -0.070
C: 4.220 -0.676 -0.817  -0.173
C: 5.189 -1.635 -0.592  -0.217
C: 4.846 -2.929 -0.205  -0.206
C: 3.510 -3.271 -0.026  -0.207
C: 2.536 -2.307 -0.216  -0.306
P: 0.705 -2.485 -0.214  1.105
C: 0.325 -3.430 1.295  -0.272
C: -0.948 -3.989 1.427  -0.201
C: -1.286 -4.699 2.567  -0.194
C: -0.368 -4.836 3.598  -0.215
C: 0.880 -4.240 3.497  -0.226
C: 1.225 -3.535 2.354  -0.222
C: 0.619 -3.759 -1.542  -0.343
C: 1.037 -3.336 -2.807  -0.165
C: 0.989 -4.197 -3.887  -0.191
C: 0.535 -5.498 -3.721  -0.209
C: 0.149 -5.935 -2.466  -0.239
C: 0.192 -5.072 -1.379  -0.157
H: 4.483 0.326 -1.133  0.230
H: 6.235 -1.387 -0.735  0.205
H: 5.620 -3.672 -0.057  0.203
H: 3.228 -4.281 0.250  0.218
H: -1.673 -3.850 0.635  0.241
H: -2.272 -5.136 2.656  0.214
H: -0.632 -5.395 4.488  0.202
H: 1.585 -4.319 4.316  0.204
H: 2.197 -3.065 2.281  0.220
H: 1.375 -2.318 -2.941  0.231
H: 1.286 -3.846 -4.867  0.208
H: 0.475 -6.167 -4.571  0.199
H: -0.205 -6.950 -2.328  0.199
H: -0.110 -5.430 -0.406  0.209
O: 1.081 4.330 -1.421  -0.771
C: -0.105 3.584 -1.187  -0.055
C: -1.069 4.304 -0.233  -0.174
C: -1.731 5.463 -0.996  -0.046
O: -2.871 5.097 -1.768  -0.774
C: -0.281 4.933 0.930  -0.541
Se: 1.032 3.779 1.860  -0.710
C: -2.151 3.379 0.354  -0.546
Se: -2.848 1.869 -0.749  -0.555
H: 1.587 4.274 -0.591  0.487
H: 0.139 2.606 -0.777  0.169
H: -0.585 3.429 -2.154  0.181
H: -0.966 5.912 -1.647  0.160
H: -2.061 6.233 -0.288  0.148
H: -2.842 4.134 -1.922  0.494
H: -0.986 5.279 1.690  0.193
H: 0.280 5.799 0.572  0.196
H: -3.028 3.974 0.611  0.207
H: -1.767 2.943 1.277  0.204

The spin multiplicity is 3. The total charge is -2. Its expectation value of S² is 2.025. For the gap between HOMO and LUMO (spin up / spin down), the calculation gives 5.0407 / 5.0276 eV. As for the highest occupied orbital energy (spin up / spin down): -1.14 / -1.15 eV. The LUMO energy (spin up / spin down) comes out at 3.9 / 3.9 eV. The energy comes out at -7734.25695 Ha.

> Look up the energy of the fourth one.

-7734.25695 Ha

> Look up the total charge of the first one.

+1